[1]
A structure of composition C27H17CrF6N6O5S3Se in a non-equilibrium geometry. Source: OMol25; level of theory: ωB97M-V with the def2-TZVPD basis set.

Kohn-Sham gap (spin up / spin down), eV: 5.78 / 5.80
Spin multiplicity: 2

CARTESIAN COORDINATES (ANGSTROEM)
Cr1 -0.268275 -0.098174 -0.043047
F1 3.281005 -0.501669 4.383604
C1 2.629353 0.302884 3.557225
F2 3.504488 1.036771 2.873681
F3 1.835909 1.110564 4.255504
S1 1.575512 -0.668754 2.421235
O1 1.078072 0.402867 1.527983
O2 0.647012 -1.311197 3.297424
N1 2.649835 -1.583036 1.722906
S2 2.647691 -1.848301 0.151137
O3 2.443666 -3.219234 -0.203573
O4 1.988351 -0.797833 -0.624497
C2 4.416392 -1.542069 -0.189915
F4 4.658490 -1.873648 -1.457344
F5 5.178848 -2.279346 0.607296
F6 4.706367 -0.256928 -0.012405
O5 -0.036805 -1.935921 0.634015
N2 -0.730636 -2.990497 1.072122
C3 -0.002493 -3.864703 1.806716
C4 -0.563461 -4.991898 2.323870
C5 -1.922504 -5.227328 2.094144
C6 -2.641724 -4.340962 1.340310
C7 -2.050318 -3.181737 0.782151
S3 -2.882778 -2.071767 -0.177886
H1 1.032499 -3.592581 1.942763
H2 0.050886 -5.672584 2.895891
H3 -2.403193 -6.103461 2.513744
H4 -3.693185 -4.486418 1.138883
C8 -2.897286 0.844930 3.288804
C9 -2.955053 2.237068 3.211046
C10 -2.263688 2.885102 2.212209
C11 -1.535109 2.135500 1.278921
C12 -1.533862 0.733113 1.287010
C13 -2.200350 0.107366 2.347059
C14 -0.641856 2.745692 0.303550
C15 -0.387113 4.140849 0.243067
C16 0.544589 4.617025 -0.613061
C17 1.232358 3.730451 -1.478727
C18 2.225441 4.179202 -2.378347
C19 2.828934 3.305847 -3.236609
C20 2.432850 1.952887 -3.239083
C21 1.483368 1.492964 -2.369848
C22 0.889724 2.366868 -1.433068
N3 -0.029432 1.890515 -0.506421
H5 -3.407643 0.329705 4.095656
H6 -3.511984 2.807262 3.945104
H7 -2.282400 3.967696 2.170054
H8 -2.176071 -0.965829 2.454132
H9 -0.924994 4.805036 0.903798
H10 0.771557 5.677167 -0.655248
H11 2.496044 5.229724 -2.370279
H12 3.599649 3.646357 -3.916884
H13 2.891860 1.261475 -3.935510
H14 1.210700 0.447439 -2.384989
Se1 -0.121302 -2.981747 -4.023682
N4 -1.387184 -2.084048 -4.863159
C23 -1.730172 -1.114011 -4.041066
C24 -2.732285 -0.126208 -4.295408
C25 -2.949827 0.791665 -3.333461
C26 -2.211210 0.766242 -2.107963
N5 -1.305300 -0.107248 -1.807802
C27 -1.026274 -1.067458 -2.780186
N6 -0.111322 -1.981176 -2.583554
H15 -3.288305 -0.135533 -5.224634
H16 -3.694718 1.564891 -3.463259
H17 -2.431339 1.490176 -1.332099

Forces on atoms 1 to 3 (eV/Å):
Cr -0.875 -1.166 1.540
F 0.077 -0.025 0.122
C 0.043 0.109 -0.230

***

[2]
A structure of composition C27H18BrGaN4O7S. Source: OMol25; level of theory: ωB97M-V with the def2-TZVPD basis set.

Kohn-Sham gap, eV: 7.48

CARTESIAN COORDINATES (ANGSTROEM)
Ga1 1.293131 -2.674838 2.115416
C1 -1.375741 9.163821 -4.188075
O1 -1.100325 7.910365 -4.789478
C2 -0.911733 6.847322 -3.973746
C3 -0.979633 6.900820 -2.586259
C4 -0.766893 5.742860 -1.849529
C5 -0.489634 4.533252 -2.469206
C6 -0.424548 4.496138 -3.865468
C7 -0.632840 5.634693 -4.608292
C8 -0.252130 3.299700 -1.715996
N1 0.114309 2.153753 -2.240301
C9 0.225687 1.291657 -1.181350
C10 -0.081961 1.922539 0.002465
N2 -0.387813 3.212240 -0.354545
C11 -0.040409 1.277981 1.277276
C12 -0.312078 1.854108 2.529698
C13 -0.194277 1.094982 3.665379
C14 0.188496 -0.247437 3.560149
N3 0.420382 -0.799138 2.386025
C15 0.331723 -0.068200 1.262309
C16 0.683459 -0.743231 0.029473
N4 1.087177 -2.023633 0.140414
C17 1.448545 -2.691431 -0.939091
C18 1.415119 -2.108013 -2.209301
C19 1.010582 -0.802020 -2.341677
C20 0.634318 -0.082543 -1.198755
H1 -1.486390 9.870675 -5.004687
H2 -0.553132 9.480713 -3.542615
H3 -2.302875 9.130374 -3.610849
H4 -1.190434 7.825505 -2.070712
H5 -0.816986 5.819942 -0.769748
H6 -0.205873 3.555782 -4.352138
H7 -0.584965 5.616367 -5.688588
H8 -0.654957 3.959213 0.260368
H9 -0.599644 2.895865 2.602031
H10 -0.374529 1.517301 4.642752
H11 0.333263 -0.880984 4.424119
H12 1.776757 -3.710484 -0.781279
H13 1.718749 -2.690583 -3.066863
H14 0.982966 -0.311235 -3.305519
O2 3.003432 -0.742249 4.336212
S1 3.121331 -2.082719 3.811137
O3 1.756961 -2.817297 3.989473
O4 3.095983 -2.028616 2.247128
O5 4.213387 -2.873940 4.283624
Br1 -2.490662 -10.264115 1.711267
C21 -1.669834 -8.560560 1.750498
C22 -0.321730 -8.453792 1.446221
C23 0.276932 -7.205398 1.476169
C24 -0.473868 -6.084012 1.807924
C25 -1.824276 -6.207631 2.115617
C26 -2.431554 -7.451184 2.085666
C27 0.169124 -4.754584 1.851488
O6 -0.463026 -3.725812 2.234457
O7 1.384483 -4.607750 1.510609
H15 0.249352 -9.335886 1.194090
H16 1.328538 -7.091497 1.252006
H17 -2.389286 -5.324688 2.380765
H18 -3.480153 -7.562470 2.321840

Forces on atoms 1 to 3 (eV/Å):
Ga 0.079 -0.017 0.189
C 0.000 -0.005 -0.005
O 0.001 -0.002 0.006

***

[3]
A cluster of 5 separate species, C27H19B3INO13 in total in a non-equilibrium geometry. Source: OMol25; level of theory: ωB97M-V with the def2-TZVPD basis set.

SMILES string: O=C=NB1OBOB(CC(=O)I)O1.O=C1C=CC(=O)C=C1.O=C1C=CC(=O)C=C1.O=C1C=CC(=O)C=C1.O=C1C=CC(=O)C=C1
Kohn-Sham gap, eV: 7.66

CARTESIAN COORDINATES (ANGSTROEM)
O1 4.539581 -4.353219 -0.896858
C1 4.549538 -3.433845 -0.060414
N1 4.711137 -2.386440 0.709024
B1 3.841153 -1.308087 0.073731
O2 4.462442 -0.206128 -0.647619
B2 3.327150 0.392593 -1.367812
O3 2.542262 -0.558272 -2.173856
B3 1.863981 -1.356953 -1.146222
C2 0.465967 -2.175162 -1.417022
C3 -0.594302 -1.555575 -0.339383
O4 -1.196136 -0.506052 -0.692946
I1 -0.805628 -2.574296 1.572458
O5 2.396005 -1.445330 0.218975
H1 3.024726 1.530960 -1.274807
H2 0.622751 -3.285096 -1.174093
H3 0.084693 -2.037637 -2.517321
O6 -8.101355 0.829643 -0.248716
C4 -7.098755 0.140099 -0.190801
C5 -5.798346 0.708984 0.221126
C6 -4.700738 -0.046555 0.282161
C7 -4.738428 -1.484402 -0.057697
O7 -3.736568 -2.173264 0.000367
C8 -6.039055 -2.053804 -0.469843
C9 -7.136563 -1.298376 -0.530910
H4 -5.788003 1.760824 0.466681
H5 -3.739940 0.354072 0.581020
H6 -6.049098 -3.108526 -0.716163
H7 -8.097399 -1.698778 -0.829873
O8 7.523546 -0.444110 6.275453
C10 7.639406 -0.415788 5.063830
C11 8.782358 0.263381 4.417736
C12 8.907536 0.295912 3.090089
C13 7.910051 -0.346873 2.208349
O9 8.026199 -0.318372 0.996873
C14 6.767088 -1.026044 2.854314
C15 6.642071 -1.058469 4.182229
H8 9.504304 0.728472 5.077653
H9 9.737770 0.789420 2.600310
H10 6.045110 -1.491159 2.194673
H11 5.811848 -1.551976 4.672115
O10 -4.304872 2.817906 1.414641
C16 -4.753778 3.344803 2.417693
C17 -4.713575 4.810999 2.598051
C18 -5.203250 5.386526 3.697217
C19 -5.808221 4.583069 4.780630
O11 -6.256538 5.108979 5.782244
C20 -5.848337 3.116516 4.599978
C21 -5.358602 2.541202 3.500753
H12 -4.267897 5.384927 1.794958
H13 -5.181400 6.458859 3.846178
H14 -6.293987 2.542422 5.402930
H15 -5.380390 1.468698 3.351633
O12 1.431139 0.613397 -8.266596
C22 1.055703 -0.039628 -7.310865
C23 1.915606 -0.228115 -6.124053
C24 1.503871 -0.946059 -5.077746
C25 0.170513 -1.581768 -5.060019
O13 -0.209672 -2.238343 -4.102127
C26 -0.689630 -1.393666 -6.246750
C27 -0.278247 -0.675969 -7.292862
H16 2.889480 0.244921 -6.152634
H17 2.120514 -1.094415 -4.202180
H18 -1.663422 -1.866914 -6.217990
H19 -0.895754 -0.527429 -8.169895

Forces on atoms 1 to 3 (eV/Å):
O -0.152 4.905 5.076
C 1.304 -0.319 -1.654
N -1.965 -3.730 -4.333

***

[4]
A structure of composition C27H19BeIN2O4P. Source: OMol25; level of theory: ωB97M-V with the def2-TZVPD basis set.

Kohn-Sham gap, eV: 8.53
Total charge: +1

CARTESIAN COORDINATES (ANGSTROEM)
Be1 -1.416397 1.071637 -0.205251
O1 -1.713876 6.155275 1.505237
C1 -1.665244 5.349206 2.556492
O2 -1.651153 5.739696 3.690846
C2 -1.600202 3.883084 2.283174
C3 -1.553960 2.918373 3.268327
N1 -1.495269 1.720706 2.664794
N2 -1.492817 1.850788 1.338145
C4 -1.548544 3.156596 1.094695
C5 -1.539363 3.468759 -0.375011
O3 -1.585421 4.600852 -0.791298
O4 -1.466193 2.358322 -1.079804
H1 -1.713904 5.668940 0.653835
H2 -1.556627 3.033493 4.342891
H3 -1.426872 0.809893 3.089530
I1 -3.294722 -0.459743 -0.475806
C6 -2.528964 -2.304699 -1.161155
C7 -3.584040 -3.083657 -1.528794
C8 -3.380337 -4.397984 -1.989649
C9 -2.112971 -4.877880 -2.044808
C10 -1.005916 -4.080063 -1.664340
C11 0.275230 -4.670468 -1.744799
C12 1.391710 -3.977480 -1.402991
C13 1.250893 -2.645694 -0.983205
C14 0.034725 -2.010145 -0.884174
P1 0.239397 -0.255692 -0.390325
C15 1.448222 0.445109 -1.536423
C16 2.809158 0.527856 -1.259968
C17 3.678082 1.040363 -2.213275
C18 3.190822 1.469014 -3.441042
C19 1.831048 1.395508 -3.718659
C20 0.958227 0.895965 -2.764016
C21 0.969124 -0.283693 1.269727
C22 1.662489 0.842985 1.716620
C23 2.091253 0.922106 3.033987
C24 1.817331 -0.114463 3.918888
C25 1.118589 -1.233980 3.484154
C26 0.695480 -1.322343 2.161729
C27 -1.165150 -2.728129 -1.212797
H4 -4.593949 -2.699041 -1.468168
H5 -4.228850 -5.003123 -2.282119
H6 -1.920683 -5.889958 -2.383349
H7 0.343490 -5.696834 -2.089276
H8 2.373828 -4.428734 -1.465003
H9 2.151388 -2.095585 -0.738506
H10 3.199476 0.200939 -0.302226
H11 4.737428 1.105789 -1.994688
H12 3.872230 1.871976 -4.180764
H13 1.448022 1.742114 -4.671114
H14 -0.104852 0.869102 -2.974460
H15 1.876692 1.659213 1.033622
H16 2.645077 1.791892 3.368297
H17 2.160070 -0.054144 4.945228
H18 0.913775 -2.048169 4.170350
H19 0.163018 -2.203852 1.826698

Forces on atoms 1 to 3 (eV/Å):
Be 0.144 0.168 0.093
O -0.058 -0.026 0.191
C 0.124 0.098 0.036